1.
Molecular formula: C23H29As2CaN2O9S
Method: DFT, wB97M-V/def2-TZVPD

```
67
Properties=species:S:1:pos:R:3:forces:R:3:nbo_charge:R:1
Ca 0.06272 1.19380 0.56852 0.0 0.3 -0.2 1.781
O 3.22100 -2.44467 0.80932 0.0 -0.1 0.0 -1.047
As 1.82225 -1.58697 1.50575 -0.1 0.1 -0.1 2.435
O 0.67764 -2.64944 1.96990 0.0 0.0 0.0 -1.160
O 1.47342 -0.50912 0.26695 -0.1 0.2 0.3 -1.313
C 2.73469 -0.75285 3.02816 0.0 0.0 0.0 -0.297
C 3.87066 -1.43958 3.45174 0.0 0.0 0.0 -0.216
C 4.59851 -1.01990 4.55587 0.0 0.0 0.0 -0.213
C 4.20181 0.10317 5.25974 0.0 0.0 0.0 -0.214
C 3.07245 0.79737 4.85719 0.0 0.0 0.0 -0.184
C 2.34277 0.37606 3.75316 0.0 0.0 0.0 -0.364
S 0.92531 1.38375 3.34482 0.0 -0.1 -0.1 2.408
O 0.54512 2.07058 4.54638 0.0 0.0 0.0 -0.962
O 1.35470 2.26791 2.23884 0.1 -0.1 0.1 -1.070
O -0.07334 0.44144 2.80568 -0.1 0.0 0.0 -1.070
H 3.31748 -2.07450 -0.07669 0.0 0.0 0.0 0.493
H 4.19086 -2.31242 2.90079 0.0 0.0 0.0 0.238
H 5.47534 -1.57681 4.86202 0.0 0.0 0.0 0.207
H 4.76184 0.43805 6.12375 0.0 0.0 0.0 0.208
H 2.72908 1.66730 5.39964 0.0 0.0 0.0 0.242
C 0.12594 5.60346 2.43634 0.0 0.0 0.0 -0.628
C -1.27299 5.75640 1.85251 0.0 0.0 0.0 -0.361
C -1.37925 5.28771 0.39368 -0.2 0.0 0.1 -0.276
C -2.81403 5.54278 -0.12280 0.0 0.0 0.1 -0.369
C -3.05901 5.09356 -1.55774 0.0 0.0 0.0 -0.618
C -0.43178 6.10793 -0.45728 0.0 0.0 0.0 0.722
O -0.44870 7.32408 -0.45887 0.0 0.0 0.0 -0.624
N 0.44156 5.40755 -1.23319 0.0 0.0 -0.1 -0.665
C 0.48556 4.01003 -1.40379 0.1 0.0 0.2 0.786
O 1.29984 3.55864 -2.18515 -0.1 0.0 -0.1 -0.631
N -0.35263 3.24570 -0.65201 0.2 0.0 0.2 -0.815
C -1.12768 3.78709 0.31115 0.1 0.0 -0.4 0.696
O -1.70345 3.03632 1.11157 0.1 -0.2 0.0 -0.717
H 0.13618 5.90536 3.48423 0.0 0.0 0.0 0.212
H 0.84514 6.23097 1.90441 0.0 0.0 0.0 0.199
H 0.46988 4.56805 2.39458 0.0 0.0 0.0 0.239
H -1.58768 6.80146 1.88300 0.0 0.0 0.0 0.209
H -1.98514 5.16579 2.42976 0.0 0.0 0.0 0.224
H -3.00048 6.61409 -0.02640 0.0 0.0 0.0 0.217
H -3.49074 5.02061 0.55670 0.0 0.0 0.0 0.217
H -2.38920 5.60189 -2.25511 0.0 0.0 0.0 0.205
H -4.08225 5.32297 -1.85810 0.0 0.0 0.0 0.209
H -2.90672 4.01874 -1.67318 0.0 0.0 0.0 0.213
H 1.07810 5.93614 -1.81119 0.0 0.0 0.0 0.417
C -4.18972 0.51359 0.09550 0.0 0.0 0.0 -0.959
As -2.46770 -0.38576 -0.04603 0.1 -0.1 0.1 0.827
C -2.90593 -1.72693 -1.39057 0.0 0.0 0.0 -0.953
C -2.44619 -1.47181 1.60774 0.0 0.0 0.0 -0.775
C -3.58997 -2.41967 1.74358 0.0 0.0 0.0 0.070
C -4.79839 -2.02004 2.31480 0.0 0.0 0.0 -0.244
C -5.86968 -2.89660 2.40921 0.0 0.0 0.0 -0.215
C -5.75251 -4.19562 1.93522 0.0 0.0 0.0 -0.238
C -4.55120 -4.61022 1.37597 0.0 0.0 0.0 -0.213
C -3.48213 -3.73173 1.28300 0.0 0.0 0.0 -0.235
H -4.99394 -0.19427 0.29493 0.0 0.0 0.0 0.221
H -4.38460 1.03316 -0.84281 0.0 0.0 0.0 0.226
H -4.12853 1.25533 0.89118 0.0 0.0 0.0 0.244
H -3.81425 -2.26559 -1.12188 0.0 0.0 0.0 0.224
H -2.07800 -2.42949 -1.47578 0.0 0.0 0.0 0.237
H -3.04209 -1.22909 -2.35011 0.0 0.0 0.0 0.226
H -2.42096 -0.74556 2.42215 0.0 0.0 0.0 0.252
H -1.47871 -1.98414 1.62081 0.0 0.0 0.0 0.296
H -4.89071 -1.01137 2.70114 0.0 0.0 0.0 0.210
H -6.79656 -2.56537 2.86161 0.0 0.0 0.0 0.205
H -6.58613 -4.88238 2.01145 0.0 0.0 0.0 0.204
H -4.44241 -5.62655 1.01772 0.0 0.0 0.0 0.206
H -2.53909 -4.06414 0.86463 0.0 0.0 0.0 0.221
```
Forces are in eV/Å.

M = 699.5 g/mol
Relative energy (zero: lowest compared OMol25 entry of this formula, charge and spin) = 0.000 eV
Electronic energy = -7228.2242 hartree
Frontier orbital gap = 0.33361 hartree
Total charge = -1
Lowest unoccupied orbital energy = 0.096 Ha


2.
Molecular formula: C23H29BF3O19PS
Method: DFT, wB97M-V/def2-TZVPD

```
77
Properties=species:S:1:pos:R:3:forces:R:3:lowdin_charge:R:1
C 2.41521 -0.90348 -3.05450 -1.0 -0.3 -0.1 -0.091
S 1.44131 0.49679 -2.48956 2.2 1.7 -0.9 0.698
O 0.86414 1.20129 -3.59747 -1.2 -1.0 -0.2 -0.275
O 2.32500 1.37456 -1.77221 0.1 -0.8 1.3 -0.270
C 0.18188 -0.15433 -1.34375 -1.8 0.0 1.3 -0.358
C 0.64891 -0.89984 -0.07028 0.1 0.4 -0.6 -0.103
C 1.49161 -0.08914 0.92182 0.7 -0.2 0.3 -0.143
C 3.02848 -0.22026 0.81137 0.2 -0.3 0.6 -0.137
C 3.54960 -1.57696 0.38784 0.1 0.8 -0.2 -0.252
C 4.52020 -1.61143 -0.59638 0.4 1.1 -0.5 -0.074
C 5.05761 -2.76847 -1.08997 0.2 -0.5 -0.1 -0.078
C 4.62485 -3.97643 -0.56898 0.4 -0.1 -0.1 -0.090
C 3.69350 -3.95822 0.43348 -0.7 -0.9 0.6 -0.083
C 3.15123 -2.78535 0.90959 -0.6 0.3 0.5 -0.062
O -0.42231 1.07926 -0.88709 0.2 1.1 0.3 0.050
C -1.72874 0.93158 -0.53919 -0.8 -0.5 -0.3 -0.483
O -2.43278 1.68963 0.06491 1.3 -0.8 -0.7 0.194
O -2.13842 -0.26962 -1.06178 0.1 1.1 0.6 0.051
C -1.11032 -0.84655 -1.89181 -0.5 -0.8 -0.6 -0.340
C -1.31556 -2.38904 -1.72933 0.2 -0.1 -0.6 -0.006
B -2.69058 -2.70643 -0.92726 -0.3 0.1 0.2 -0.636
O -3.86546 -2.97348 -1.58976 0.4 -0.3 0.4 0.170
O -2.75618 -2.73423 0.43979 0.5 -0.2 -0.2 0.191
P -1.75391 -0.49801 -3.62463 -0.7 0.1 -1.8 0.520
O -3.01849 -1.15663 -3.91423 -0.3 -0.5 0.5 -0.210
O -1.94890 1.07207 -3.88082 0.8 -0.8 1.0 -0.074
O -0.62054 -1.07593 -4.63911 0.2 0.7 1.0 -0.115
H 2.04219 -1.13782 -4.05497 0.1 -0.1 0.1 0.065
H 2.28679 -1.75244 -2.37659 0.1 0.1 -0.1 0.069
H 3.46279 -0.61596 -3.09806 -0.2 0.2 0.2 0.076
H -0.28258 -1.16963 0.44292 0.0 0.0 -0.2 0.127
H 1.09610 -1.84515 -0.38926 0.3 0.2 0.3 0.106
H 1.21503 -0.43501 1.92491 0.0 -0.1 -0.2 0.116
H 1.25661 0.97792 0.92633 -0.2 -0.2 -0.3 0.124
H 3.43312 -0.02717 1.81577 -0.1 0.0 -0.1 0.125
H 3.49076 0.53908 0.18083 -0.4 -0.1 -0.1 0.093
H 4.86289 -0.66502 -1.01266 -0.1 0.0 0.1 0.119
H 5.79358 -2.74582 -1.88038 0.0 0.0 0.1 0.098
H 5.01425 -4.90802 -0.94206 0.0 0.0 0.1 0.093
H 3.33072 -4.88781 0.86249 0.1 0.0 -0.1 0.107
H 2.39071 -2.80107 1.68726 0.1 -0.1 0.0 0.120
H -0.45410 -2.92881 -1.32306 0.0 0.3 0.1 0.110
H -1.48381 -2.80149 -2.73336 0.1 -0.1 0.2 0.098
H -3.84886 -3.85892 -1.96653 -0.2 0.2 -0.4 0.116
H -1.88525 -2.73667 0.84846 -0.1 0.2 0.1 0.095
H -1.50415 1.55172 -3.16372 0.2 0.5 -0.6 0.071
H -0.18773 -1.83089 -4.22070 0.0 -0.1 -0.3 0.062
C -4.86325 2.82340 2.25456 -0.2 0.0 -0.5 -0.054
C -4.44056 1.90727 3.37362 0.5 0.1 -0.1 -0.313
O -4.38905 2.78505 4.48536 -0.5 0.0 -0.2 0.135
C -5.30001 3.77239 4.24282 0.0 0.3 0.0 -0.543
O -5.70924 4.52125 5.06544 0.0 0.1 0.1 0.172
O -5.67888 3.77848 2.94302 0.2 -0.2 0.3 0.081
F -3.20508 1.39195 3.16185 0.0 0.0 0.1 0.072
H -4.01708 3.33302 1.79282 0.1 -0.1 0.1 0.141
H -5.42951 2.31069 1.48119 -0.2 0.1 0.1 0.144
H -5.13916 1.09497 3.58279 0.1 -0.1 0.0 0.175
C 8.11673 -4.70459 -5.01936 0.4 0.3 0.0 -0.050
C 7.08628 -5.36888 -5.89681 0.1 -0.5 0.0 -0.315
O 6.09867 -5.76947 -4.96190 0.1 0.5 0.0 0.143
C 6.15948 -4.88425 -3.92810 -0.2 -0.1 0.2 -0.522
O 5.31834 -4.75322 -3.10213 0.2 -0.3 -0.6 0.155
O 7.30793 -4.16346 -3.96969 -0.2 -0.2 -0.2 0.075
F 7.58660 -6.46743 -6.50884 -0.1 0.0 0.0 0.081
H 8.82494 -5.42101 -4.60089 -0.1 -0.1 -0.1 0.147
H 8.66790 -3.92091 -5.53317 -0.1 0.1 0.1 0.142
H 6.63561 -4.71200 -6.64316 0.0 -0.1 -0.1 0.175
C -6.08841 7.35566 6.92015 0.0 -0.5 -0.2 -0.060
C -6.81471 8.06505 8.03288 0.4 0.2 0.2 -0.318
O -6.69153 9.42623 7.66550 -0.3 -0.3 -0.3 0.129
C -6.60544 9.45406 6.30026 0.1 0.2 -0.3 -0.548
O -6.75582 10.42461 5.64030 0.0 0.0 0.0 0.181
O -6.33217 8.22024 5.80644 -0.1 0.2 0.4 0.077
F -6.20380 7.87485 9.23028 -0.1 0.0 0.0 0.071
H -5.01470 7.29155 7.10250 0.0 0.1 0.2 0.148
H -6.47300 6.35658 6.73263 0.0 0.1 -0.2 0.124
H -7.87143 7.80556 8.12133 0.0 0.0 0.2 0.173
```
Forces are in eV/Å.

M = 740.3 g/mol
Electronic energy = -3387.5724 hartree
Frontier orbital gap = 0.34355 hartree
SMILES string = CS(=O)(=O)[C@@]1(CCCc2ccccc2)OC(=O)O[C@@]1(CB(O)O)P(=O)(O)O.O=C1OC[C@@H](F)O1.O=C1OC[C@@H](F)O1.O=C1OC[C@@H](F)O1
Lowest unoccupied orbital energy = -0.007 Ha


3.
Molecular formula: C23H29ClN4O5RuSe2
Method: DFT, wB97M-V/def2-TZVPD

```
65
Properties=species:S:1:pos:R:3:forces:R:3:lowdin_spin:R:1
Ru 0.15904 0.14839 0.46950 1.3 0.1 -0.6 0.830
O -2.61153 0.06912 2.12237 -0.2 -0.2 0.0 0.003
C -2.59828 -0.43064 3.42823 0.0 0.0 0.0 0.001
C -1.53663 -1.52055 3.65022 0.0 0.0 0.0 -0.001
C -1.97351 -2.22707 4.95281 0.1 -0.2 0.0 0.000
O -3.11134 -3.07678 4.85691 0.0 0.0 -0.1 0.000
C -0.13786 -0.97769 3.95229 0.0 0.1 0.1 0.003
Se 0.61420 0.44166 2.84517 -0.2 0.0 0.1 0.024
C -1.41093 -2.54659 2.53018 0.0 0.0 -0.1 0.002
Se -0.86636 -2.03491 0.69371 -0.1 0.0 0.0 0.012
H -2.79474 1.01351 2.09361 0.1 0.1 0.0 0.000
H -3.59603 -0.85322 3.63975 0.0 0.0 0.1 0.000
H -2.41557 0.34959 4.17865 0.0 0.1 -0.1 0.000
H -2.14933 -1.45817 5.71776 0.0 0.0 0.0 0.000
H -1.15606 -2.86240 5.30179 0.0 0.0 0.0 0.000
H -3.72260 -2.68710 4.22355 0.0 0.0 0.0 0.000
H 0.56537 -1.81038 3.91227 -0.1 -0.1 0.1 0.001
H -0.12031 -0.57730 4.97134 0.0 0.1 0.0 0.000
H -2.34104 -3.10414 2.40785 0.0 0.1 -0.1 0.000
H -0.64904 -3.26208 2.84438 -0.1 -0.1 0.1 0.001
C 4.89018 1.96529 0.45808 0.0 0.0 0.0 0.000
N 4.25039 0.67705 0.24553 0.0 0.0 0.1 0.000
C 4.94774 -0.43160 -0.10352 0.0 0.0 -0.1 0.000
C 4.33378 -1.60375 -0.34465 -0.1 0.1 0.0 0.001
C 2.89982 -1.64510 -0.21122 0.1 0.1 0.1 0.003
N 2.22902 -0.56239 0.16086 0.2 -0.4 0.2 0.017
C 2.86310 0.62186 0.34170 0.0 0.1 -0.3 0.000
O 2.21858 1.64410 0.54462 -0.1 0.1 -0.1 0.005
N 2.24846 -2.77674 -0.44163 -0.1 0.0 -0.2 0.004
H 5.95637 1.80277 0.60160 0.0 0.0 0.0 0.000
H 4.46165 2.43796 1.33818 0.0 0.0 0.0 0.000
H 4.72353 2.62356 -0.39474 0.0 0.0 0.0 0.000
H 6.01832 -0.30688 -0.19773 0.0 0.0 0.0 0.000
H 4.89072 -2.47363 -0.65549 0.0 0.0 0.0 0.000
H 2.74004 -3.53470 -0.87889 0.0 0.0 0.0 0.000
H 1.23624 -2.72563 -0.56489 -0.1 0.0 0.1 0.000
C -0.09565 3.47428 1.15979 0.1 0.0 0.0 0.001
C -1.24746 2.79744 0.49139 0.1 -0.4 0.1 0.008
C -2.43013 3.39931 0.15790 -0.1 0.1 -0.1 0.015
C -3.22973 2.42375 -0.49653 -0.1 0.1 0.0 0.013
C -2.50517 1.26342 -0.53884 0.4 0.0 0.1 0.013
C -2.94493 -0.00618 -1.18084 0.1 0.0 -0.1 0.002
N -1.27283 1.46190 0.08413 -0.9 0.5 0.1 0.035
H -0.40907 4.48069 1.44415 0.0 0.0 0.0 0.000
H 0.77115 3.55775 0.50394 0.0 0.0 0.0 0.000
H 0.23338 2.95112 2.05701 0.0 0.0 0.0 0.001
H -2.67464 4.43543 0.34257 0.0 0.0 0.0 0.001
H -4.22113 2.55393 -0.90525 0.0 0.0 0.0 0.001
H -4.02925 0.01556 -1.30754 0.0 0.0 0.0 0.000
H -2.68460 -0.87721 -0.58903 0.0 0.0 0.0 0.001
H -2.49333 -0.13748 -2.16973 0.0 0.0 0.0 0.000
Cl -0.27122 0.96409 -8.29821 0.0 0.0 0.0 0.000
C -0.13162 0.49045 -6.61708 0.0 0.0 -0.1 0.000
C -0.50355 -0.78926 -6.24379 0.0 0.0 0.0 0.000
C -0.38931 -1.15566 -4.91113 0.0 0.0 0.0 0.000
C 0.08254 -0.25631 -3.96397 0.0 0.0 0.0 0.000
C 0.44116 1.02538 -4.36456 0.0 0.0 0.0 0.000
C 0.34248 1.40690 -5.69443 0.0 0.0 0.0 0.000
C 0.20570 -0.67741 -2.50642 0.1 -0.1 -0.3 0.000
O 0.05778 -1.87507 -2.23868 0.1 0.1 0.1 0.001
O 0.47600 0.27609 -1.71319 -0.5 -0.2 0.3 0.001
H -0.87528 -1.48183 -6.98679 0.0 0.0 0.0 0.000
H -0.66649 -2.14755 -4.57906 0.0 0.0 0.0 0.000
H 0.78927 1.71926 -3.61131 0.0 0.0 0.0 0.000
H 0.62051 2.40179 -6.01467 0.0 0.0 0.0 0.000
```
Forces are in eV/Å.

M = 736.0 g/mol
Relative energy (zero: lowest compared OMol25 entry of this formula, charge and spin) = 1.129 eV
Electronic energy = -6847.1460 hartree
Frontier orbital gap (alpha / beta) = 0.21998 / 0.21237 hartree
Total charge = -1
<S²> = 0.761
Spin multiplicity = 2
Lowest unoccupied orbital energy (alpha / beta) = 0.082 / 0.082 Ha